No. 1
# C3H14O5

4 unconnected molecules or ions with the total composition C3H14O5 in a non-equilibrium geometry (ωB97M-V/def2-TZVPD, OMol25).

ORCA input file:
```
! RIJCOSX wB97M-V def2-TZVPD def2/J DEFGRID3
* xyz 0 1
O 1.24 -0.28 1.62
C 0.10 -1.16 1.42
C -0.58 -0.72 0.03
C -1.42 -1.90 -0.58
O -0.81 -2.68 -1.55
H 2.04 -0.58 1.13
H 0.39 -2.09 1.77
H -0.71 -0.76 2.08
H -1.37 0.02 0.20
H 0.23 -0.25 -0.68
H -1.82 -2.57 0.24
H -2.43 -1.49 -0.92
H -0.26 -2.10 -2.15
O 0.68 2.49 -0.76
H 0.72 1.72 -0.18
H -0.27 2.65 -0.97
O -1.70 2.26 0.63
H -1.13 1.56 0.92
H -1.20 3.00 1.09
O 2.81 0.56 -1.26
H 3.15 0.96 -0.53
H 2.37 1.35 -1.55
*
```

Calculated values
E: -13573.673 eV
SMILES string: OCCCO.O.O.O
ΔE to the lowest compared entry with this formula, charge and spin: 224.2 kJ/mol
Highest occupied orbital energy: -10.004 eV
HOMO-LUMO gap: 10.5 eV



No. 2
# C8H6N2S

C8H6N2S in the gas phase in a non-equilibrium geometry (ωB97M-V/def2-TZVPD, OMol25).

ORCA input file:
```
! RIJCOSX wB97M-V def2-TZVPD def2/J DEFGRID3
* xyz 0 1
C -3.17 -0.34 -0.23
C 2.23 -0.59 0.15
C 2.22 -1.93 0.17
C 0.96 0.01 -0.11
C 0.16 -0.98 -0.09
C -1.51 1.16 0.66
C 0.58 1.48 -0.19
C -1.94 0.32 -0.41
N -4.19 -0.87 -0.08
N -0.35 1.77 0.81
S 0.63 -2.64 0.10
H 3.12 -0.13 -0.02
H 3.09 -2.55 0.33
H -2.23 1.37 1.42
H 1.52 2.02 -0.07
H 0.34 1.74 -1.18
H -1.45 0.16 -1.27
*
```

Calculated values
E: -22203.026 eV
ΔE to the lowest compared entry with this formula, charge and spin: 538.5 kJ/mol
Highest occupied orbital energy: -9.123 eV
HOMO-LUMO gap: 7.3 eV



No. 3
# C6H26NO7

7 unconnected molecules or ions with the total composition C6H26NO7 in a non-equilibrium geometry (ωB97M-V/def2-TZVPD, OMol25).

ORCA input file:
```
! RIJCOSX wB97M-V def2-TZVPD def2/J DEFGRID3
* xyz -1 1
C 0.94 -1.65 0.01
C 0.88 -0.54 1.06
C 1.66 0.73 0.71
O 0.89 1.73 0.10
C 0.41 -1.03 -1.30
N -1.06 -0.90 -1.37
C -1.54 -1.00 -2.75
C -0.86 -0.05 -3.74
H 1.94 -2.05 -0.23
H 0.36 -2.50 0.31
H 1.29 -0.93 2.00
H -0.15 -0.25 1.23
H 2.58 0.51 0.14
H 1.99 1.19 1.65
H 1.03 -0.14 -1.42
H 0.63 -1.72 -2.12
H -1.30 0.03 -1.02
H -1.33 -2.04 -3.02
H -2.62 -0.91 -2.77
H -1.47 0.04 -4.64
H 0.16 -0.39 -3.90
H -0.92 0.97 -3.35
H -2.31 0.92 3.28
H -1.26 0.71 2.24
O -1.86 0.20 2.82
H -1.79 -2.11 1.78
H -1.58 -2.32 0.24
O -1.78 -2.77 1.08
H -2.06 2.48 0.30
H -0.13 1.90 0.40
O -1.40 2.18 0.93
H 0.13 2.77 2.56
H 1.23 3.74 2.36
O 0.73 3.34 3.08
H 1.56 3.08 -2.46
H 3.01 3.02 -1.83
O 2.41 3.52 -2.38
H 0.01 -4.27 1.33
H 1.41 -3.91 0.79
O 0.72 -4.58 0.76
*
```

Calculated values
E: -22467.435 eV
ΔE to the lowest compared entry with this formula, charge and spin: 165.3 kJ/mol
Highest occupied orbital energy: -5.324 eV
HOMO-LUMO gap: 8.5 eV



No. 4
# C37H43AsKN2O2S4

A molecular structure, C37H43AsKN2O2S4 in a non-equilibrium geometry (ωB97M-V/def2-TZVPD, OMol25).

ORCA input file:
```
! RIJCOSX wB97M-V def2-TZVPD def2/J DEFGRID3
* xyz -1 1
K -0.01 -0.32 -0.09
C 1.47 2.99 4.56
C 0.35 2.75 5.58
C -0.23 4.12 5.98
C 0.95 2.07 6.81
C -0.76 1.88 5.01
C -1.87 1.55 5.83
C -2.92 0.79 5.37
C -2.89 0.34 4.05
S -4.04 -0.59 3.15
C -2.99 -0.50 1.74
N -1.88 0.15 1.94
C -1.81 0.64 3.23
C -0.75 1.42 3.71
C -3.42 -1.13 0.45
C -4.58 -1.91 0.47
C -5.08 -2.46 -0.69
C -4.40 -2.22 -1.88
C -3.23 -1.46 -1.87
C -2.67 -0.87 -0.72
H 2.26 3.60 5.00
H 1.12 3.50 3.67
H 1.94 2.06 4.23
H 0.56 4.75 6.40
H -1.01 4.01 6.73
H -0.65 4.63 5.11
H 1.76 2.69 7.23
H 1.37 1.10 6.55
H 0.21 1.92 7.60
H -1.88 1.91 6.85
H -3.75 0.56 6.03
H 0.07 1.64 3.03
H -5.12 -2.11 1.40
H -5.98 -3.06 -0.68
H -4.78 -2.63 -2.82
H -2.74 -1.32 -2.83
O 0.93 -0.48 -2.30
S 1.94 0.58 -2.67
C 3.52 -0.06 -2.01
C 3.47 -0.54 -0.55
C 3.82 -2.02 -0.44
C 2.76 -2.96 -1.03
S 1.62 -3.58 0.22
O 0.84 -2.40 0.72
C 0.53 -4.46 -0.90
C 0.90 -5.73 -1.32
C 0.07 -6.42 -2.19
C -1.11 -5.84 -2.63
C -1.47 -4.57 -2.19
C -0.65 -3.86 -1.32
C 2.32 0.31 -4.39
C 1.70 -0.74 -5.05
C 1.98 -0.94 -6.40
C 2.86 -0.10 -7.06
C 3.46 0.96 -6.39
C 3.19 1.17 -5.05
H 4.25 0.74 -2.15
H 3.77 -0.88 -2.68
H 2.48 -0.39 -0.11
H 4.14 0.06 0.06
H 3.99 -2.27 0.62
H 4.77 -2.22 -0.94
H 3.19 -3.86 -1.47
H 2.15 -2.46 -1.79
H 1.81 -6.19 -0.95
H 0.34 -7.42 -2.52
H -1.76 -6.38 -3.30
H -2.40 -4.11 -2.50
H -0.97 -2.88 -0.99
H 1.01 -1.37 -4.50
H 1.49 -1.75 -6.93
H 3.06 -0.25 -8.11
H 4.13 1.63 -6.91
H 3.63 2.01 -4.52
S 3.89 2.74 1.64
C 2.55 2.31 0.72
N 1.66 1.96 0.05
C -0.58 3.41 -2.44
As -1.32 2.29 -0.98
C -3.20 2.47 -1.55
C -1.36 3.74 0.36
H -1.16 4.33 -2.56
H -0.59 2.85 -3.37
H 0.46 3.66 -2.19
H -3.44 3.51 -1.76
H -3.84 2.08 -0.76
H -3.36 1.85 -2.43
H -1.81 4.64 -0.06
H -0.34 3.94 0.68
H -1.94 3.40 1.22
*
```

Calculated values
E: -166648.119 eV
ΔE to the lowest compared entry with this formula, charge and spin: 41.5 kJ/mol
Highest occupied orbital energy: -3.824 eV
HOMO-LUMO gap: 5.8 eV